A structure of composition C36H30NOPPdS. Source: the Open Molecules 2025 dataset; level of theory: ωB97M-V with the def2-TZVPD basis set.

XYZ file:
```
71
C36H30NOPPdS | the Open Molecules 2025 dataset | ωB97M-V with the def2-TZVPD basis set
Pd -1.735 0.209 -0.582
O -3.305 1.819 -0.026
C -3.313 0.944 0.794
C -3.471 0.434 2.092
C -4.643 0.654 2.842
C -4.816 -0.060 4.010
C -3.855 -0.972 4.450
C -2.680 -1.154 3.730
C -2.475 -0.453 2.552
P -0.931 -0.358 1.642
C 0.151 -1.670 2.160
C 1.396 -1.384 2.719
C 2.204 -2.427 3.151
C 1.778 -3.740 3.010
C 0.545 -4.027 2.435
C -0.269 -2.996 2.001
C -0.216 1.225 2.136
C -0.335 1.656 3.460
C 0.100 2.921 3.821
C 0.640 3.772 2.861
C 0.768 3.349 1.547
C 0.345 2.077 1.189
H -5.395 1.346 2.488
H -5.713 0.099 4.594
H -4.017 -1.527 5.364
H -1.917 -1.829 4.100
H 1.727 -0.360 2.831
H 3.164 -2.212 3.601
H 2.413 -4.548 3.350
H 0.223 -5.055 2.328
H -1.232 -3.220 1.554
H -0.775 1.007 4.208
H 0.011 3.249 4.848
H 0.958 4.767 3.144
H 1.192 4.010 0.803
H 0.491 1.731 0.172
C 4.854 2.061 -2.412
C 3.489 2.456 -2.999
C 3.672 3.115 -4.375
C 2.820 3.458 -2.061
C 2.665 1.187 -3.156
C 3.176 0.146 -4.034
C 2.521 -1.034 -4.283
C 1.312 -1.234 -3.626
S 0.242 -2.556 -3.724
C -0.815 -1.779 -2.593
N -0.367 -0.580 -2.156
C 0.796 -0.240 -2.718
C 1.488 0.979 -2.513
C -2.044 -2.303 -2.155
C -2.551 -3.547 -2.623
C -3.762 -3.982 -2.164
C -4.477 -3.194 -1.239
C -3.987 -1.978 -0.771
C -2.771 -1.510 -1.222
H 5.418 2.965 -2.179
H 5.452 1.477 -3.114
H 4.748 1.485 -1.490
H 4.340 3.971 -4.273
H 2.723 3.475 -4.776
H 4.117 2.441 -5.109
H 3.439 4.353 -2.002
H 2.724 3.060 -1.046
H 1.834 3.766 -2.417
H 4.125 0.318 -4.524
H 2.928 -1.771 -4.961
H 1.052 1.736 -1.879
H -1.997 -4.147 -3.337
H -4.174 -4.920 -2.508
H -5.436 -3.551 -0.883
H -4.569 -1.403 -0.061
```

- net charge = +2
- HOMO (spin up / spin down) (eV) = -11.999 / -14.485
- energy relative to the best compared isomer or geometry (same formula, charge and spin) (kcal/mol) = 0.5
- <S²> = 6.081
- HOMO-LUMO gap (spin up / spin down) (eV) = 5.442 / 5.236
- 2S+1 = 5
- LUMO energy (spin up / spin down) (eV) = -6.6 / -9.2

***

A structure of composition C36H31Cl2CrN10O2S2. Source: the Open Molecules 2025 dataset; level of theory: ωB97M-V with the def2-TZVPD basis set.

XYZ file:
```
84
C36H31Cl2CrN10O2S2 | the Open Molecules 2025 dataset | ωB97M-V with the def2-TZVPD basis set
Cr -20.485 -4.452 -2.598
Cl -22.243 -4.494 4.086
C -21.913 -4.867 2.485
C -21.192 -4.070 1.603
C -21.144 -4.370 0.241
N -20.526 -3.586 -0.752
C -19.949 -2.340 -0.607
O -19.865 -1.721 0.440
C -19.566 -1.681 -1.928
C -19.077 -0.417 -2.048
C -18.897 0.082 -3.318
C -19.033 -0.829 -4.435
C -19.425 -2.137 -4.195
N -19.866 -2.495 -2.955
C -21.809 -5.548 -0.252
C -22.535 -6.304 0.643
C -22.676 -5.926 1.988
Cl -23.693 -6.860 2.947
N -21.864 -5.673 -1.599
C -22.807 -6.231 -2.410
O -23.663 -7.058 -2.041
C -22.719 -5.734 -3.814
C -23.780 -6.105 -4.659
C -23.797 -5.613 -5.995
C -22.717 -4.745 -6.325
C -21.767 -4.374 -5.412
N -21.650 -4.933 -4.176
H -20.574 -3.219 1.982
H -18.852 0.123 -1.143
H -18.761 1.166 -3.531
H -18.617 -0.617 -5.411
H -19.487 -2.907 -5.042
H -23.120 -7.149 0.262
H -24.420 -6.896 -4.257
H -24.583 -5.959 -6.656
H -22.580 -4.499 -7.356
H -21.092 -3.642 -5.752
C -17.729 -6.397 -8.385
N -17.063 -7.657 -8.507
C -16.757 -8.143 -7.142
N -15.894 -7.202 -6.437
C -16.645 -5.857 -6.416
N -16.878 -5.320 -7.757
C -15.580 -5.253 -8.466
N -14.826 -6.562 -8.560
C -15.761 -7.470 -9.223
C -14.661 -7.052 -7.210
H -18.578 -6.610 -7.791
H -18.034 -6.009 -9.367
H -16.246 -9.073 -7.335
H -17.748 -8.211 -6.684
H -16.047 -5.128 -5.875
H -17.533 -6.049 -5.889
H -14.890 -4.610 -7.824
H -15.614 -4.765 -9.424
H -15.204 -8.380 -9.518
H -15.951 -7.068 -10.245
H -14.066 -6.350 -6.545
H -14.200 -7.972 -7.268
N -15.214 -11.977 -0.405
C -15.797 -11.061 -0.817
C -16.476 -9.938 -1.324
C -17.821 -9.665 -0.973
C -18.488 -8.693 -1.705
C -17.753 -7.735 -2.485
C -16.463 -8.063 -2.905
C -15.820 -9.162 -2.316
C -18.412 -6.566 -2.877
C -19.136 -5.575 -3.093
H -18.338 -10.396 -0.318
H -19.570 -8.486 -1.661
H -15.914 -7.423 -3.605
H -14.803 -9.388 -2.507
S -12.519 -4.510 -6.431
C -12.556 -4.285 -4.799
N -13.169 -5.048 -3.873
C -13.115 -4.610 -2.469
C -12.359 -3.247 -2.468
S -11.651 -3.009 -4.094
H -13.898 -5.682 -4.128
H -12.515 -5.251 -1.753
H -14.171 -4.439 -2.009
H -11.546 -3.334 -1.731
H -12.875 -2.363 -2.212
```

- net charge = -1
- HOMO (spin up / spin down) (eV) = -3.120 / -4.663
- energy relative to the best compared isomer or geometry (same formula, charge and spin) (kcal/mol) = 0.0
- <S²> = 6.079
- HOMO-LUMO gap (spin up / spin down) (eV) = 4.825 / 6.387
- 2S+1 = 5
- LUMO energy (spin up / spin down) (eV) = 1.7 / 1.7

***

A structure of composition C36H31FNO3PReS6. Source: the Open Molecules 2025 dataset; level of theory: ωB97M-V with the def2-TZVPD basis set.

XYZ file:
```
80
C36H31FNO3PReS6 | the Open Molecules 2025 dataset | ωB97M-V with the def2-TZVPD basis set
Re -0.009 1.029 -0.619
N -1.316 1.348 3.029
C -0.071 1.429 3.576
C 0.069 2.084 4.816
C 1.257 2.075 5.503
C 2.362 1.397 4.988
C 2.249 0.787 3.759
C 1.065 0.825 3.003
P 1.058 -0.032 1.387
C 0.614 -1.745 1.840
C 0.082 -2.016 3.099
C -0.367 -3.291 3.413
C -0.286 -4.310 2.478
C 0.245 -4.050 1.222
C 0.685 -2.776 0.900
C 2.847 -0.042 0.993
C 3.547 -1.179 0.614
C 4.891 -1.090 0.266
C 5.545 0.131 0.291
C 4.852 1.275 0.671
C 3.513 1.190 1.021
H -1.458 1.001 2.094
H -2.036 1.951 3.384
H -0.799 2.579 5.236
H 1.326 2.583 6.456
H 3.292 1.352 5.536
H 3.109 0.264 3.364
H 0.005 -1.230 3.837
H -0.787 -3.482 4.391
H -0.638 -5.303 2.723
H 0.311 -4.840 0.484
H 1.043 -2.573 -0.101
H 3.059 -2.143 0.599
H 5.425 -1.985 -0.023
H 6.591 0.193 0.022
H 5.355 2.232 0.706
H 2.984 2.082 1.339
S -1.606 8.003 -2.103
C -1.262 6.446 -1.767
S -1.565 5.137 -2.877
C -0.974 3.844 -1.872
C -0.509 4.210 -0.648
S 0.173 3.052 0.423
S -0.564 5.913 -0.267
S -0.984 2.213 -2.415
C 3.641 0.470 -3.041
C 2.544 1.498 -2.887
O 2.055 1.548 -1.531
H 4.008 0.476 -4.068
H 3.265 -0.526 -2.811
H 4.482 0.692 -2.381
H 1.678 1.253 -3.496
H 2.891 2.500 -3.149
H 2.796 1.585 -0.909
O -5.249 -2.595 -5.452
C -4.724 -3.102 -4.312
O -5.262 -4.026 -3.769
C -3.441 -2.504 -3.832
C -2.688 -3.244 -2.925
C -1.505 -2.738 -2.423
C -1.044 -1.476 -2.806
S 0.471 -0.911 -2.081
C -1.783 -0.750 -3.734
C -2.973 -1.255 -4.231
H -4.648 -1.948 -5.838
H -3.054 -4.214 -2.617
H -0.925 -3.317 -1.714
H -1.434 0.213 -4.073
H -3.539 -0.633 -4.916
F -5.704 -0.889 1.006
C -4.467 -0.481 0.666
C -4.263 0.852 0.364
C -2.988 1.263 0.012
C -1.900 0.373 -0.031
C -2.170 -0.966 0.291
C -3.442 -1.403 0.629
H -5.095 1.543 0.394
H -2.835 2.309 -0.227
H -1.375 -1.698 0.263
H -3.642 -2.441 0.860
```

- HOMO (spin up / spin down) (eV) = -7.550 / -7.680
- energy relative to the best compared isomer or geometry (same formula, charge and spin) (kcal/mol) = 8.9
- <S²> = 0.841
- HOMO-LUMO gap (spin up / spin down) (eV) = 5.586 / 6.223
- 2S+1 = 2
- LUMO energy (spin up / spin down) (eV) = -2.0 / -1.5

***

A structure of composition C36H32AsF5INOOsSe. Source: the Open Molecules 2025 dataset; level of theory: ωB97M-V with the def2-TZVPD basis set.

XYZ file:
```
79
C36H32AsF5INOOsSe | the Open Molecules 2025 dataset | ωB97M-V with the def2-TZVPD basis set
Os 0.569 -0.097 -0.086
C -0.428 1.877 0.346
C 0.966 2.111 0.527
C 1.431 1.189 1.525
C 0.300 0.451 2.041
C -0.862 0.837 1.260
C -2.277 0.389 1.439
C 0.300 -0.346 3.296
C 2.816 1.190 2.092
C 1.797 3.175 -0.099
C -1.338 2.655 -0.537
H -2.856 1.154 1.960
H -2.324 -0.531 2.022
H -2.751 0.202 0.476
H 0.269 0.351 4.136
H 1.193 -0.962 3.399
H -0.579 -0.977 3.360
H 3.583 1.064 1.330
H 2.942 0.410 2.839
H 2.994 2.152 2.579
H 1.860 4.020 0.592
H 1.372 3.543 -1.030
H 2.816 2.833 -0.286
H -1.757 3.475 0.054
H -2.176 2.055 -0.883
H -0.827 3.098 -1.390
C 3.734 -5.281 1.138
C 3.852 -3.908 1.306
C 2.774 -3.083 1.010
C 1.585 -3.637 0.555
C 1.459 -5.013 0.400
C 2.541 -5.831 0.687
As 0.054 -2.520 0.206
C -1.037 -3.239 -1.223
C -0.811 -3.242 -2.592
C -1.762 -3.783 -3.447
C -2.956 -4.279 -2.931
C -3.196 -4.255 -1.567
C -2.233 -3.747 -0.701
C -2.330 -3.758 0.781
C -3.348 -4.371 1.500
C -3.256 -4.468 2.881
C -2.127 -4.003 3.545
C -1.107 -3.386 2.832
C -1.237 -3.214 1.463
H 4.572 -5.926 1.365
H 4.778 -3.482 1.668
H 2.870 -2.010 1.138
H 0.528 -5.447 0.053
H 2.452 -6.901 0.560
H 0.102 -2.839 -3.004
H -1.577 -3.818 -4.512
H -3.700 -4.695 -3.597
H -4.126 -4.653 -1.185
H -4.199 -4.805 0.993
H -4.049 -4.950 3.436
H -2.032 -4.134 4.614
H -0.204 -3.094 3.351
N -0.461 0.857 -3.286
C -1.284 0.073 -2.611
O -1.049 -0.331 -1.447
C -2.557 -0.370 -3.260
I -4.179 0.890 -2.691
H 0.395 1.192 -2.867
H -0.699 1.174 -4.213
H -2.793 -1.373 -2.924
H -2.488 -0.338 -4.344
F 5.368 -3.519 -5.372
C 4.714 -2.777 -4.509
C 5.021 -1.427 -4.380
F 5.968 -0.890 -5.127
C 4.324 -0.663 -3.467
F 4.625 0.626 -3.360
C 3.306 -1.207 -2.667
Se 2.565 -0.038 -1.392
C 3.027 -2.564 -2.827
F 2.087 -3.141 -2.079
C 3.715 -3.347 -3.728
F 3.430 -4.635 -3.853
```

- net charge = +2
- HOMO (spin up / spin down) (eV) = -13.529 / -13.529
- energy relative to the best compared isomer or geometry (same formula, charge and spin) (kcal/mol) = 0.0
- HOMO-LUMO gap (spin up / spin down) (eV) = 5.492 / 5.298
- 2S+1 = 1
- LUMO energy (spin up / spin down) (eV) = -8.0 / -8.2

***

A cluster of 8 separate species, C36H32BF4O22 in total. Source: the Open Molecules 2025 dataset; level of theory: ωB97M-V with the def2-TZVPD basis set.

XYZ file:
```
95
C36H32BF4O22 | the Open Molecules 2025 dataset | ωB97M-V with the def2-TZVPD basis set
B 0.112 -0.342 0.069
F -0.631 0.143 1.209
F 1.425 -0.638 0.511
F -0.536 -1.374 -0.524
F 0.176 0.729 -0.757
C -0.009 -5.487 5.023
C -0.675 -4.254 5.640
C -1.132 -3.118 4.867
O -1.695 -2.202 5.384
C -0.986 -3.124 3.473
C -0.106 -4.228 2.860
C 0.164 -5.535 3.552
O 0.568 -6.536 3.061
O 0.357 -4.123 1.580
O -0.978 -4.184 7.038
H 0.174 -6.240 5.561
H -1.024 -2.088 3.172
H -0.083 -3.274 1.261
H -1.403 -3.361 7.327
C -4.994 0.788 4.131
C -4.211 0.544 2.943
C -4.736 -0.192 1.754
O -4.042 -0.365 0.729
C -6.113 -0.574 1.841
C -6.997 -0.200 3.085
C -6.421 0.428 4.282
O -7.057 0.719 5.268
O -8.379 -0.339 3.050
O -2.854 0.945 2.788
H -4.650 1.275 4.939
H -6.711 -1.065 0.855
H -8.801 -0.245 4.061
H -2.552 0.539 2.016
C 4.943 3.140 -3.646
C 4.821 4.215 -2.576
C 3.656 4.230 -1.607
O 3.378 5.179 -0.874
C 2.737 3.045 -1.681
C 2.963 1.931 -2.724
C 4.002 2.050 -3.702
O 4.236 1.277 -4.627
O 2.390 0.632 -2.589
O 5.541 5.377 -2.635
H 5.640 3.190 -4.257
H 2.067 2.736 -0.927
H 1.719 0.691 -2.067
H 5.619 5.847 -1.906
C 7.577 -1.452 -1.337
C 7.292 -2.609 -2.159
C 5.990 -3.200 -2.052
O 5.701 -4.336 -2.612
C 4.988 -2.478 -1.206
C 5.373 -1.190 -0.467
C 6.667 -0.750 -0.464
O 6.995 0.185 0.280
O 4.333 -0.332 0.064
O 8.191 -3.235 -3.024
H 8.635 -1.085 -1.450
H 4.060 -2.810 -1.042
H 3.521 -0.896 0.134
H 7.881 -3.974 -3.410
C 1.220 5.996 1.834
C 0.189 6.321 0.751
C -0.549 5.242 0.107
O -1.131 5.603 -0.822
C -0.430 3.882 0.662
C 0.637 3.521 1.716
C 1.406 4.643 2.411
O 2.010 4.383 3.445
O 1.029 2.305 1.920
O 0.026 7.646 0.468
H 1.772 6.754 2.348
H -0.885 3.006 0.176
H 0.342 1.574 1.753
H -0.682 7.889 -0.062
C -2.056 0.910 -3.137
C -1.978 0.513 -4.639
O -2.103 1.374 -5.499
C -2.214 -0.943 -4.937
H -3.087 0.925 -2.609
H -1.798 1.841 -3.067
H -1.110 0.444 -2.712
H -2.139 -0.962 -6.125
H -3.329 -0.919 -4.684
H -1.635 -1.714 -4.390
C -2.695 -3.185 -2.048
C -4.147 -3.329 -2.553
O -4.459 -4.421 -3.030
C -5.186 -2.253 -2.309
H -2.184 -3.989 -2.197
H -2.653 -2.928 -0.926
H -2.398 -2.348 -2.598
H -5.939 -2.542 -2.771
H -4.848 -1.306 -2.807
H -5.112 -2.331 -1.154
```

- net charge = -1
- HOMO (eV) = -6.519
- energy relative to the best compared isomer or geometry (same formula, charge and spin) (kcal/mol) = 74.1
- HOMO-LUMO gap (eV) = 5.770
- 2S+1 = 1
- LUMO energy (eV) = -0.7

***

A structure of composition C36H32BrN5OSSiTi. Source: the Open Molecules 2025 dataset; level of theory: ωB97M-V with the def2-TZVPD basis set.

XYZ file:
```
78
C36H32BrN5OSSiTi | the Open Molecules 2025 dataset | ωB97M-V with the def2-TZVPD basis set
Ti 0.763 0.228 -1.502
Br 5.092 -2.385 5.246
C 3.896 -0.902 5.342
C 2.848 -0.935 6.249
C 1.941 0.099 6.274
C 2.037 1.163 5.358
C 3.156 1.200 4.500
C 4.080 0.183 4.500
N 1.117 2.165 5.419
N 0.745 2.863 4.422
C 0.825 2.498 3.122
C 0.928 3.568 2.213
C 1.099 3.389 0.860
C 1.139 2.101 0.312
O 1.319 1.849 -0.964
C 0.956 0.994 1.186
N 0.961 -0.220 0.578
C 0.842 -1.306 1.324
C 0.590 -1.242 2.684
C 0.501 -0.007 3.305
C 0.789 1.159 2.588
H 2.739 -1.774 6.920
H 1.108 0.090 6.964
H 3.285 2.046 3.839
H 4.929 0.221 3.834
H 0.958 4.563 2.635
H 1.237 4.238 0.204
H 0.917 -2.258 0.805
H 0.454 -2.147 3.253
H 0.188 0.042 4.333
S 3.648 -0.305 -1.053
C 3.117 -1.123 -2.422
C 3.990 -1.899 -3.229
C 3.507 -2.528 -4.338
C 2.145 -2.401 -4.664
C 1.344 -1.648 -3.837
N 1.799 -1.022 -2.749
H 5.024 -1.967 -2.932
H 4.159 -3.117 -4.966
H 1.737 -2.878 -5.541
H 0.283 -1.522 -4.035
N -0.739 -0.828 -1.417
C -1.869 -0.943 -0.856
C -2.919 -1.868 -1.319
C -4.261 -1.684 -0.969
C -5.219 -2.600 -1.358
C -4.860 -3.710 -2.107
C -3.539 -3.878 -2.498
C -2.581 -2.961 -2.118
C -2.184 -0.194 0.396
C -1.955 1.177 0.489
C -2.200 1.838 1.682
C -2.644 1.136 2.792
C -2.837 -0.234 2.712
C -2.620 -0.896 1.519
H -4.550 -0.819 -0.389
H -6.254 -2.448 -1.078
H -5.609 -4.440 -2.383
H -3.263 -4.732 -3.100
H -1.544 -3.076 -2.404
H -1.600 1.712 -0.393
H -2.033 2.902 1.754
H -2.823 1.652 3.724
H -3.159 -0.789 3.583
H -2.771 -1.967 1.453
C -0.705 3.466 -3.132
Si -0.317 1.571 -3.411
C 0.854 1.687 -4.979
C -1.985 0.898 -4.173
H -1.106 3.937 -4.028
H 0.205 3.996 -2.861
H -1.422 3.626 -2.329
H 0.409 2.283 -5.775
H 1.081 0.705 -5.391
H 1.802 2.152 -4.711
H -2.316 1.478 -5.032
H -2.784 0.912 -3.435
H -1.876 -0.136 -4.494
```

- net charge = -1
- HOMO (spin up / spin down) (eV) = -2.638 / -4.510
- <S²> = 0.850
- HOMO-LUMO gap (spin up / spin down) (eV) = 4.040 / 6.406
- 2S+1 = 2
- LUMO energy (spin up / spin down) (eV) = 1.4 / 1.9

***

Number 1: DFT total energy -64942.653 eV. Number 2: DFT total energy -131966.748 eV. Number 3: DFT total energy -124617.743 eV. Number 4: DFT total energy -191715.796 eV. Number 5: DFT total energy -94431.656 eV. Number 6: DFT total energy -159222.433 eV.